Entry 1:
DFT (ωB97M-V with the def2-TZVPD basis set) results for a molecular structure, C46H54BaGeN11O4P2S4.

Geometry as XYZ:
```
123
Properties=species:S:1:pos:R:3
Ba -0.34050 -0.11156 0.47253
N 0.93381 -0.82637 2.69675
C 0.05583 -1.72631 3.43983
C -0.60369 -2.62583 2.39875
O -0.19195 -3.81657 2.28940
N -1.52257 -2.01250 1.69673
C -1.96431 -2.72294 0.52695
C -1.07410 -2.32939 -0.63635
O -1.59219 -2.16898 -1.75499
O 0.14693 -2.13001 -0.38721
H 1.64463 -1.36908 2.19628
H 1.40605 -0.17544 3.30977
H -0.70985 -1.13982 3.95363
H 0.57928 -2.36044 4.16778
H -2.99181 -2.47250 0.26001
H -1.87323 -3.81041 0.64785
C -0.38041 1.77343 -3.64995
C -1.77429 1.97470 -3.18710
N -2.29156 1.56385 -2.08660
C -3.59227 1.96334 -1.92574
C -4.09419 2.69075 -2.96578
S -2.89676 2.90557 -4.17510
C -4.35626 1.59137 -0.74033
C -5.54875 2.14871 -0.37641
S -6.17416 1.37420 1.02642
C -4.76309 0.31355 1.03162
N -3.93965 0.57391 0.07963
C -4.66111 -0.80271 2.00970
H 0.08630 0.97775 -3.07121
H 0.19432 2.68864 -3.48752
H -0.35489 1.53006 -4.71328
H -5.08776 3.08643 -3.09461
H -6.08487 2.95931 -0.83933
H -4.98917 -0.48588 2.99971
H -3.62788 -1.14844 2.05685
H -5.29953 -1.63056 1.68942
S -0.11151 3.22828 -0.21058
C 1.40656 2.87364 -0.89109
S 2.00271 1.25762 -0.92826
C 2.22257 3.89673 -1.42875
C 3.52812 3.65008 -1.91365
N 4.61364 3.53910 -2.30134
C 1.81688 5.24694 -1.53071
N 1.55646 6.36756 -1.65765
C -3.72063 4.31937 4.29207
N -2.66342 4.27583 3.30103
C -1.36639 4.33000 3.96394
N -1.19480 3.30002 4.99016
C -2.29835 3.37363 5.93248
N -3.62114 3.27850 5.31740
C -3.84186 1.95463 4.73110
P -2.62199 1.47270 3.37673
C -2.77507 3.09503 2.44925
C -1.11364 1.97705 4.36687
H -4.68529 4.21225 3.78879
H -3.67539 5.28862 4.79997
H -1.26895 5.31237 4.43818
H -0.58702 4.20634 3.20893
H -2.24917 4.33536 6.45454
H -2.19355 2.56762 6.66469
H -4.85918 1.92690 4.32584
H -3.77841 1.20883 5.53059
H -3.74555 3.12082 1.94306
H -1.99215 3.12107 1.68641
H -0.26094 1.96652 3.68392
H -0.94963 1.22732 5.14877
C 5.50073 -2.11681 -3.22363
C 4.77560 -0.93538 -3.30698
C 3.38889 -0.96672 -3.26352
C 2.70412 -2.17421 -3.13767
C 3.44388 -3.35237 -3.04420
C 4.83150 -3.32613 -3.09251
Ge 0.68339 -2.20465 -2.97018
C 0.32341 -4.17018 -2.83492
C -0.35503 -4.86120 -3.83617
C -0.70975 -6.19433 -3.67441
C -0.41157 -6.85806 -2.49331
C 0.26649 -6.18570 -1.48496
C 0.64189 -4.86275 -1.66460
C -0.09406 -1.61392 -4.73411
C -1.46803 -1.38189 -4.83150
C -2.01669 -0.82252 -5.97611
C -1.19938 -0.48537 -7.04868
C 0.16822 -0.70846 -6.96274
C 0.71693 -1.25898 -5.81145
H 6.58441 -2.09724 -3.25679
H 5.28575 0.01654 -3.39727
H 2.84012 -0.03396 -3.31014
H 2.93243 -4.30168 -2.93591
H 5.39341 -4.25181 -3.02299
H -0.61418 -4.34191 -4.75313
H -1.22814 -6.71865 -4.47020
H -0.70183 -7.89417 -2.35976
H 0.49446 -6.68799 -0.55164
H 1.16879 -4.34809 -0.87151
H -2.09794 -1.63276 -3.98681
H -3.08332 -0.63513 -6.03111
H -1.62360 -0.04504 -7.94368
H 0.80877 -0.45029 -7.79913
H 1.78760 -1.42311 -5.75098
N 2.45089 -3.80063 1.56216
C 3.33567 -4.76658 1.26138
C 4.45145 -4.14998 0.73467
C 4.13231 -2.78166 0.75202
N 2.92299 -2.58790 1.25660
H 1.46310 -3.89818 1.88178
H 3.12784 -5.80890 1.43605
H 5.36225 -4.61726 0.40234
H 4.71903 -1.94313 0.41232
C 3.10216 2.64345 4.41984
P 2.72495 2.58744 2.62639
C 2.82778 4.30944 2.08160
C 4.08941 1.67065 1.86516
O 1.37593 1.99255 2.43859
H 4.01675 3.18811 4.65418
H 3.18104 1.62028 4.79006
H 2.25009 3.12568 4.90187
H 3.79776 4.75585 2.29954
H 2.02187 4.85822 2.56942
H 2.64590 4.32542 1.00719
H 5.05914 2.00173 2.23947
H 4.02584 1.81212 0.78553
H 3.93930 0.60768 2.06383
```

Properties
- multiplicity = 2
- energy relative to the best compared isomer or geometry (same formula, charge and spin) (eV) = 1.257
- gap between HOMO and LUMO (spin up / spin down) (eV) = 4.885 / 5.593
- net charge = -2

Here are the Löwdin charges for atoms 1 to 5, given in e: 1.71 -0.12 -0.20 -0.60 -0.07

Entry 2:
DFT (ωB97M-V with the def2-TZVPD basis set) results for a molecular structure, C46H54ClN4O4Ru.

Geometry as XYZ:
```
110
Properties=species:S:1:pos:R:3
Ru -0.27534 -0.00730 -1.74402
C -3.02095 1.01257 5.53427
C -2.57130 -0.38916 5.09625
C -1.27343 -0.71977 5.83844
C -3.62676 -1.42545 5.51093
C -2.40760 -0.39864 3.58187
C -1.20769 -0.65863 2.95552
C -1.12486 -0.67839 1.55115
N -0.05670 -0.91830 0.79918
C 1.20855 -1.23349 1.11062
C 1.71187 -1.91578 2.22548
C 3.07700 -2.07337 2.39274
C 3.94587 -1.57294 1.40940
C 3.51042 -0.97303 0.24646
C 2.11173 -0.82292 0.06066
O 1.61039 -0.33353 -1.00624
C 4.43491 -0.49318 -0.85824
C 5.91443 -0.68945 -0.51941
C 4.18829 1.00268 -1.10804
C 4.12828 -1.28154 -2.14170
C 3.69037 -2.77135 3.60062
C 2.64538 -3.24064 4.61735
C 4.46916 -4.00173 3.10985
C 4.64674 -1.80951 4.32200
C -2.27523 -0.27130 0.75229
O -2.11001 -0.11454 -0.49451
C -3.51092 -0.01568 1.41669
C -3.53794 -0.11011 2.78937
C -4.71476 0.41291 0.59427
C -5.99922 0.50298 1.42202
C -4.95274 -0.59741 -0.53673
C -4.42634 1.80651 0.01404
H -3.16726 1.03394 6.61134
H -3.95306 1.30200 5.05791
H -2.26276 1.74677 5.27117
H -1.45770 -0.69683 6.91021
H -0.49930 0.01094 5.61699
H -0.91606 -1.71397 5.58239
H -3.71330 -1.45387 6.59528
H -3.34028 -2.41640 5.16644
H -4.60569 -1.18954 5.10429
H -0.31164 -0.84453 3.52442
H 1.01453 -2.32874 2.93498
H 5.00532 -1.68229 1.56701
H 6.19517 -0.12849 0.36942
H 6.51696 -0.33074 -1.35090
H 6.14435 -1.74155 -0.36971
H 4.40127 1.57823 -0.20868
H 3.15390 1.17407 -1.39579
H 4.83297 1.35733 -1.91029
H 4.31293 -2.34243 -1.98415
H 4.76849 -0.93376 -2.95121
H 3.09072 -1.14698 -2.44046
H 1.95965 -3.95773 4.17254
H 2.07971 -2.39949 5.01326
H 3.14383 -3.72883 5.45405
H 3.80442 -4.66892 2.56633
H 4.89413 -4.54548 3.95175
H 5.27808 -3.71468 2.44435
H 4.10783 -0.93133 4.67074
H 5.45032 -1.47687 3.67167
H 5.09070 -2.30455 5.18348
H -4.47008 0.07422 3.29744
H -6.22758 -0.44204 1.90885
H -6.82734 0.74628 0.76108
H -5.93186 1.28825 2.17052
H -5.21038 -1.56845 -0.11818
H -4.06524 -0.71580 -1.15086
H -5.77002 -0.26872 -1.17728
H -4.22566 2.51394 0.81775
H -5.28835 2.16442 -0.54753
H -3.56201 1.78482 -0.64497
Cl -1.01046 4.44072 2.34618
C -0.37231 3.93039 0.83160
C 0.20898 4.83944 -0.03986
C 0.71123 4.35684 -1.23675
C 0.60493 3.00504 -1.51623
N 0.05035 2.14846 -0.66658
C -0.43042 2.58700 0.48201
H 0.26557 5.88642 0.21695
H 1.17314 5.02399 -1.94527
H 0.97158 2.58249 -2.44574
H -0.87144 1.86411 1.15717
C -4.34510 2.88839 -4.02086
N -3.63082 1.64072 -3.88400
C -4.10973 0.49509 -4.42941
C -3.50616 -0.69850 -4.26203
C -2.33086 -0.74946 -3.42683
O -1.73384 -1.77391 -3.07515
N -1.84975 0.44004 -2.98535
C -2.44071 1.63385 -3.14659
O -1.97630 2.67030 -2.69119
H -4.87504 2.90797 -4.97187
H -3.62321 3.70433 -3.97437
H -5.06233 3.01209 -3.20508
H -5.01413 0.60347 -5.01297
H -3.88998 -1.60366 -4.69884
C 0.68382 -0.06395 -3.45763
C 1.25833 -0.03675 -4.53211
C 2.00030 0.05142 -5.73337
C 2.77548 -1.02372 -6.18203
C 3.50365 -0.91400 -7.35080
C 3.48245 0.26467 -8.08105
C 2.71869 1.33612 -7.64249
C 1.97790 1.23306 -6.48199
H 2.78867 -1.93749 -5.60667
H 4.10126 -1.74821 -7.69336
H 4.06177 0.35462 -8.98783
H 2.70991 2.26056 -8.20311
H 1.38328 2.06533 -6.13475
```

Properties
- multiplicity = 6
- energy relative to the best compared isomer or geometry (same formula, charge and spin) (eV) = 0.510
- gap between HOMO and LUMO (spin up / spin down) (eV) = 7.221 / 5.715

Here are the Löwdin charges for atoms 1 to 5, given in e: 1.51 -0.04 -0.55 -0.06 -0.04

Entry 3:
DFT (ωB97M-V with the def2-TZVPD basis set) results for a gas-phase ion, C46H54N6O3P (charge +1).

Geometry as XYZ:
```
110
Properties=species:S:1:pos:R:3
C -0.49491 -4.77063 -4.87496
N -1.52700 -4.53612 -3.87284
C -2.78770 -5.22530 -4.06304
C -1.38586 -3.62597 -2.86251
C -2.49377 -3.32004 -2.01876
C -2.45469 -2.21703 -1.17099
C -1.29735 -1.41083 -1.10713
P -1.32892 0.25290 -0.38434
C -0.04907 1.21601 -1.27241
C -0.21406 1.48240 -2.65639
C 0.73446 2.21050 -3.37701
C 1.96177 2.58943 -2.76652
N 2.94501 3.12016 -3.54529
C 4.29311 3.32696 -3.03629
C 2.77414 3.41058 -4.95901
C 2.12852 2.33006 -1.37182
C 1.10561 1.73181 -0.65505
C -2.83794 0.98605 -1.12920
C -3.50773 2.09350 -0.55908
C -4.49688 2.79065 -1.23101
C -4.85258 2.39581 -2.55584
N -5.64811 3.13509 -3.37305
C -5.82073 2.81221 -4.78071
C -6.25227 4.40814 -2.98244
C -4.31585 1.18730 -3.07533
C -3.32349 0.51268 -2.37149
C -0.10666 -1.89273 -1.70185
C -0.15389 -2.95742 -2.59730
H 0.47272 -4.92336 -4.38014
H -0.75479 -5.67818 -5.45233
H -0.40828 -3.90962 -5.57128
H -3.64563 -4.53574 -4.09432
H -2.75070 -5.77804 -5.00823
H -2.99825 -5.95128 -3.25212
H -3.40652 -3.91841 -2.08463
H -3.33986 -1.99211 -0.57932
H -1.09273 1.11431 -3.19017
H 0.54964 2.40313 -4.43569
H 4.29277 3.65571 -1.99160
H 4.93226 2.42488 -3.10445
H 4.77310 4.12359 -3.62582
H 2.42812 2.50844 -5.50628
H 2.01504 4.19966 -5.08900
H 3.76799 3.72474 -5.33462
H 3.06106 2.59314 -0.85272
H 1.21230 1.67040 0.42828
H -3.26151 2.41096 0.45767
H -4.95987 3.67250 -0.77131
H -4.84557 2.67076 -5.28342
H -6.38395 1.86971 -4.88731
H -6.36176 3.66857 -5.22807
H -6.36493 4.50624 -1.89952
H -5.66253 5.27661 -3.35022
H -7.26093 4.46450 -3.42547
H -4.62341 0.80491 -4.05837
H -2.89445 -0.37807 -2.83411
H 0.84981 -1.39311 -1.48042
H 0.75610 -3.26840 -3.11450
C 3.34453 -0.90811 6.80489
N 3.15501 -0.40300 5.44772
C 4.19977 0.02928 4.66319
O 5.36114 0.18712 5.04598
C 3.64765 0.30036 3.26181
C 4.32130 -0.59495 2.23103
C 5.69642 -0.07823 1.81948
C 6.82527 -0.91753 1.77299
C 8.08561 -0.37323 1.51799
C 8.23032 0.99550 1.27997
C 7.09914 1.82013 1.23629
C 5.82974 1.27435 1.46534
N 2.19677 0.04803 3.45656
C 1.30497 0.23273 2.44386
C 0.01205 -0.27709 2.40900
C -1.19964 0.12277 1.71875
C -2.46071 -0.54882 2.19777
C -3.66587 -0.40428 1.46470
C -4.83196 -1.09114 1.76089
C -4.91123 -1.86867 2.91418
N -6.20128 -2.42454 3.23221
O -6.41447 -3.05195 4.28326
O -7.11790 -2.22971 2.38290
C -3.77175 -1.99402 3.71222
C -2.58033 -1.36520 3.36180
C 1.88749 -0.63455 4.72506
C 1.71566 -2.15977 4.54821
C 0.74909 0.02007 5.50782
H 4.36316 -0.69884 7.17076
H 2.62476 -0.43367 7.49417
H 3.17737 -2.00048 6.87368
H 3.80737 1.38166 3.05669
H 4.46347 -1.59503 2.67066
H 3.68246 -0.67058 1.33202
H 6.68715 -1.98914 1.95689
H 8.95397 -1.03036 1.51619
H 9.20704 1.41944 1.10611
H 7.18320 2.89223 1.03482
H 4.91772 1.89564 1.39677
H 1.68762 0.80299 1.59605
H -0.13389 -1.12580 3.08177
H -1.29493 1.26315 1.41682
H -3.72912 0.26915 0.61074
H -5.69933 -1.00740 1.12715
H -3.84566 -2.58604 4.61092
H -1.74079 -1.51473 4.03166
H 2.57825 -2.57413 4.00627
H 1.64522 -2.64480 5.52992
H 0.81956 -2.40496 3.97767
H 1.02953 1.06108 5.71730
H -0.16711 0.02657 4.91591
H 0.58776 -0.51413 6.45443
```

Properties
- gap between HOMO and LUMO (eV) = 6.735
- net charge = +1

Here are the Löwdin charges for atoms 1 to 5, given in e: -0.05 -0.19 -0.07 -0.22 -0.01

Entry 4:
DFT (ωB97M-V with the def2-TZVPD basis set) results for a molecular structure, C46H55BGeN6PdS3.

Geometry as XYZ:
```
113
Properties=species:S:1:pos:R:3
Pd 0.07998 -1.71971 -0.04681
C 0.34934 0.52343 4.61121
C 0.62456 1.17350 3.29549
C 1.43210 2.25716 3.15414
C 1.69376 2.79000 1.86272
N 1.24474 2.20179 0.79665
N 0.48162 1.10874 0.92595
B 0.12496 0.38871 -0.39263
N -1.24020 0.86767 -0.94573
N -1.40241 2.19806 -0.97300
C -2.54150 2.69348 -1.34571
C -3.63662 1.84557 -1.66863
C -3.48253 0.49784 -1.65425
C -4.60072 -0.45052 -1.94209
C -2.18607 -0.01345 -1.32083
S -1.86356 -1.67502 -1.37506
C -2.68620 4.20463 -1.39778
C -1.36516 4.88405 -1.04210
C -3.09496 4.60931 -2.82230
C -3.76646 4.64930 -0.40308
N 1.29773 0.60738 -1.37848
N 1.16796 1.49524 -2.35230
C 2.17936 1.72835 -3.14530
C 3.40354 1.04908 -2.97625
C 3.54993 0.14443 -1.96174
C 4.81489 -0.61784 -1.73912
C 2.42721 -0.08553 -1.12543
S 2.44511 -1.19692 0.17962
C 1.95393 2.81189 -4.19464
C 0.56530 2.64757 -4.82189
C 3.01060 2.76413 -5.30000
C 2.04621 4.16804 -3.47431
C 0.06630 0.60597 2.10720
S -1.02834 -0.67766 2.09910
C 2.51576 4.05695 1.68096
C 2.65880 4.39945 0.19907
C 3.90776 3.86841 2.29350
C 1.78043 5.20098 2.39572
H 0.85041 1.05523 5.41910
H 0.69142 -0.51432 4.58305
H -0.72235 0.48932 4.80962
H 1.90398 2.69421 4.02530
H -4.60727 2.27241 -1.88712
H -5.54424 0.08549 -2.03370
H -4.67363 -1.19668 -1.14827
H -4.41104 -0.99805 -2.86744
H -0.57436 4.56814 -1.72230
H -1.05698 4.62080 -0.02955
H -1.48160 5.96718 -1.10722
H -2.35499 4.26617 -3.54817
H -3.16218 5.69655 -2.88877
H -4.06507 4.19475 -3.10058
H -3.48741 4.37457 0.61556
H -4.73620 4.20126 -0.62620
H -3.87955 5.73399 -0.44718
H 4.23143 1.22055 -3.64991
H 5.53480 -0.41151 -2.52944
H 4.60437 -1.68705 -1.69975
H 5.25423 -0.35214 -0.77555
H 0.51300 1.72307 -5.40080
H 0.36170 3.48482 -5.49179
H -0.20446 2.60944 -4.05190
H 3.02431 1.79536 -5.80368
H 4.00974 2.97446 -4.91476
H 2.78012 3.52800 -6.04373
H 1.39422 4.18509 -2.60140
H 1.75777 4.97638 -4.14932
H 3.06964 4.35168 -3.13843
H 3.20510 3.61690 -0.32996
H 3.19780 5.34196 0.08619
H 1.68135 4.49399 -0.27463
H 4.44516 3.06658 1.78390
H 3.85623 3.62207 3.35532
H 4.48575 4.78837 2.18968
H 0.77683 5.32663 1.98415
H 2.32363 6.13861 2.26476
H 1.68528 5.01111 3.46621
C 0.30759 -3.66584 -0.65817
Ge -0.53100 -4.45473 0.90096
C -0.41098 -6.43436 0.88126
C 0.06075 -7.13504 1.98996
C 0.08722 -8.52448 1.99575
C -0.35375 -9.23425 0.88913
C -0.81194 -8.55045 -0.22790
C -0.83672 -7.16309 -0.22922
C -2.47396 -4.09688 1.01520
C -3.06010 -3.39596 2.06507
C -4.43133 -3.16998 2.09213
C -5.23862 -3.65273 1.07330
C -4.66692 -4.35884 0.02296
C -3.29738 -4.57194 -0.00530
C 0.47463 -3.94857 2.51640
C 1.82795 -3.64704 2.37940
C 2.62048 -3.37918 3.48756
C 2.07021 -3.42720 4.76091
C 0.73056 -3.75603 4.91665
C -0.05729 -4.01927 3.80444
H 0.13133 -4.01005 -1.67340
H 0.41787 -6.59222 2.85662
H 0.45287 -9.05114 2.86893
H -0.33433 -10.31689 0.89409
H -1.15057 -9.09757 -1.09940
H -1.18031 -6.63984 -1.11507
H -2.44649 -2.99255 2.85993
H -4.86541 -2.60963 2.91132
H -6.30742 -3.47979 1.09662
H -5.28954 -4.74163 -0.77682
H -2.86509 -5.10662 -0.84351
H 2.26785 -3.62878 1.38894
H 3.66723 -3.13452 3.35409
H 2.68632 -3.22855 5.62914
H 0.29826 -3.81298 5.90847
H -1.09610 -4.29123 3.94644
```

Properties
- multiplicity = 3
- gap between HOMO and LUMO (spin up / spin down) (eV) = 6.041 / 6.840

Here are the Löwdin charges for atoms 1 to 5, given in e: 0.36 -0.06 -0.24 0.06 -0.21